# 1
A molecular structure, C16H11Cl2N5O4PdS2. Source: the OMol25 dataset; level of theory: wB97M-V/def2-TZVPD.

Calculated values
- calculated total energy (eV) = -82608.3527
- highest occupied orbital energy (eV) = 0.91
- total charge = -2
- gap between HOMO and LUMO (Ha) = 0.11937
- strongest force on any atom (eV/Å) = 0.8

Element x y z (Å)
Pd  -0.245  -0.120  1.405
N  -2.499  -2.697  0.425
C  -1.429  -2.890  -0.421
N  -0.292  -2.343  -0.196
C  0.624  -2.635  -1.171
C  0.182  -3.456  -2.161
S  -1.474  -3.883  -1.864
C  1.943  -1.997  -1.037
C  3.053  -2.248  -1.779
S  4.350  -1.246  -1.221
C  3.270  -0.583  -0.001
N  2.075  -1.061  -0.044
N  3.677  0.388  0.877
H  -2.260  -1.903  1.037
H  -3.378  -2.554  -0.050
H  0.703  -3.776  -3.048
H  3.181  -2.947  -2.589
H  4.630  0.261  1.185
H  3.061  0.375  1.704
Cl  1.092  -3.302  5.310
C  2.298  -2.113  4.756
Cl  2.956  -1.236  6.172
C  1.789  -1.132  3.631
O  2.663  -0.296  3.336
O  0.660  -1.356  3.195
H  3.128  -2.688  4.357
O  -0.054  0.796  -1.595
C  -0.874  1.455  -0.982
N  -1.294  1.320  0.321
C  -2.276  2.224  0.581
O  -2.921  2.385  1.608
C  -2.508  3.071  -0.657
C  -3.370  4.116  -0.910
C  -3.337  4.689  -2.183
C  -2.465  4.212  -3.157
C  -1.602  3.149  -2.884
C  -1.644  2.597  -1.621
H  -4.043  4.471  -0.139
H  -3.997  5.517  -2.422
H  -2.459  4.675  -4.138
H  -0.917  2.763  -3.629

natural (NBO) population analysis, charges in e, atoms 1 to 5: -0.067, -0.830, 0.263, -0.436, 0.140


# 2
A molecular structure, C4H8O3. Source: the OMol25 dataset; level of theory: wB97M-V/def2-TZVPD.

Calculated values
- calculated total energy (eV) = -10414.4599
- highest occupied orbital energy (eV) = -8.51
- gap between HOMO and LUMO (Ha) = 0.33716
- relative energy (zero: lowest compared OMol25 entry of this formula, charge and spin) (kJ/mol) = 631.4
- strongest force on any atom (eV/Å) = 0.9

Element x y z (Å)
O  -2.314  0.264  0.210
C  -1.414  -0.826  0.137
C  -0.070  -0.625  -0.553
C  1.318  0.034  0.644
O  2.420  -0.603  0.103
C  0.366  1.133  -0.482
O  -0.212  0.404  -1.519
H  -2.346  0.634  -0.686
H  -1.298  -1.222  1.152
H  -1.838  -1.648  -0.473
H  1.712  0.927  1.147
H  0.774  -0.519  1.426
H  2.028  -1.332  -0.413
H  1.227  1.704  -0.833
H  -0.354  1.675  0.139

natural (NBO) population analysis, charges in e, atoms 1 to 5: -0.719, -0.193, 0.133, -0.064, -0.707


# 3
A molecular structure, C37H43O3SiSn. Source: the OMol25 dataset; level of theory: wB97M-V/def2-TZVPD.

Calculated values
- calculated total energy (eV) = -58908.1095
- highest occupied orbital energy (spin up / spin down) (eV) = -11.12 / -11.12
- total charge = +1
- gap between HOMO and LUMO (spin up / spin down) (Ha) = 0.15412 / 0.15360
- relative energy (zero: lowest compared OMol25 entry of this formula, charge and spin) (kJ/mol) = 0.0
- strongest force on any atom (eV/Å) = 4.1

Element x y z (Å)
O  1.197  6.236  -1.003
C  2.154  6.694  -1.999
C  1.805  8.166  -1.793
H  1.886  6.310  -2.991
H  3.174  6.407  -1.723
C  0.693  7.593  -0.885
H  1.450  8.680  -2.689
H  2.561  8.714  -1.224
C  -0.676  7.753  -1.507
H  -0.682  7.414  -2.548
H  -0.957  8.817  -1.492
H  -1.432  7.197  -0.943
C  0.723  8.052  0.552
H  1.714  7.880  0.984
H  -0.028  7.504  1.131
H  0.495  9.125  0.597
Sn  0.053  -0.087  0.001
C  0.950  -0.887  2.664
C  1.502  -1.432  1.465
C  2.271  -0.376  0.810
H  1.550  -2.489  1.191
C  2.189  0.784  1.660
C  1.369  0.465  2.766
H  1.162  1.128  3.605
H  0.376  -1.448  3.404
H  2.949  -0.523  -0.034
H  2.735  1.717  1.513
C  -2.340  -0.561  0.094
C  -2.599  0.374  1.141
C  -2.491  1.676  0.608
H  -2.926  0.106  2.147
C  -2.157  1.592  -0.765
C  -2.051  0.206  -1.116
H  -1.996  -0.197  -2.124
H  -2.549  -1.630  0.114
H  -2.709  2.604  1.140
H  -2.088  2.418  -1.466
O  0.293  4.308  -2.371
C  0.423  3.828  -1.020
C  1.900  3.550  -0.720
H  -0.127  2.871  -0.929
H  -0.046  4.547  -0.340
C  2.468  3.209  -2.106
H  2.027  2.736  0.003
H  2.363  4.458  -0.312
C  1.367  3.665  -3.088
H  2.636  2.125  -2.173
H  3.407  3.718  -2.328
H  0.953  2.785  -3.607
H  1.779  4.371  -3.831
O  0.057  -1.845  -1.154
Si  -0.086  -3.458  -1.216
C  -1.461  -4.134  -0.132
C  -1.503  -3.824  1.236
C  -2.535  -4.312  2.049
C  -3.541  -5.115  1.503
C  -3.506  -5.428  0.139
C  -2.475  -4.934  -0.673
C  -0.402  -4.080  -2.949
C  0.090  -5.322  -3.371
C  -0.188  -5.792  -4.663
C  -0.951  -5.016  -5.542
C  -1.421  -3.763  -5.129
C  -1.133  -3.289  -3.842
C  1.494  -4.287  -0.667
C  1.513  -5.391  0.194
C  2.733  -5.955  0.591
C  3.935  -5.430  0.116
C  3.916  -4.338  -0.759
C  2.701  -3.769  -1.151
H  -0.725  -3.193  1.674
H  -2.544  -4.053  3.111
H  -4.346  -5.496  2.137
H  -4.282  -6.056  -0.302
H  -2.460  -5.169  -1.741
H  0.693  -5.929  -2.689
H  0.190  -6.767  -4.973
H  -1.171  -5.380  -6.551
H  -2.012  -3.144  -5.809
H  -1.483  -2.306  -3.524
H  0.572  -5.811  0.560
H  2.735  -6.806  1.272
H  4.886  -5.867  0.420
H  4.847  -3.918  -1.145
H  2.682  -2.921  -1.839

Löwdin population analysis, charges in e, atoms 1 to 5: -0.156, -0.145, -0.056, 0.109, 0.122


# 4
A molecular structure, C3H14NP4. Source: the OMol25 dataset; level of theory: wB97M-V/def2-TZVPD.

Calculated values
- calculated total energy (eV) = -41972.3416
- highest occupied orbital energy (eV) = -12.30
- total charge = +1
- gap between HOMO and LUMO (Ha) = 0.29583
- relative energy (zero: lowest compared OMol25 entry of this formula, charge and spin) (kJ/mol) = 0.0
- strongest force on any atom (eV/Å) = 6.6

Element x y z (Å)
C  1.310  -0.933  -1.642
C  0.471  -0.030  -0.878
C  -0.817  0.267  -1.316
N  0.247  -1.191  3.559
P  1.253  0.464  0.629
P  -1.225  -0.593  -2.828
P  -2.141  0.565  -0.171
P  -0.085  2.129  1.043
H  1.419  -0.741  -2.660
H  2.193  -1.211  -1.166
H  0.879  -1.933  -1.465
H  0.140  -2.100  3.472
H  1.072  -0.914  4.146
H  -0.604  -0.702  3.807
H  2.679  0.696  0.344
H  1.087  -0.310  1.796
H  -2.451  -0.016  -2.931
H  -0.788  0.236  -3.871
H  -2.870  -0.597  -0.588
H  -2.814  1.420  -1.061
H  0.352  2.612  -0.097
H  0.694  2.883  1.878

natural (NBO) population analysis, charges in e, atoms 1 to 5: -0.682, -0.366, -0.524, -1.083, 0.654


# 5
A molecular structure, AlB2H8. Source: the OMol25 dataset; level of theory: wB97M-V/def2-TZVPD.

Calculated values
- calculated total energy (eV) = -8061.2918
- highest occupied orbital energy (eV) = -15.75
- total charge = +1
- gap between HOMO and LUMO (Ha) = 0.17832
- relative energy (zero: lowest compared OMol25 entry of this formula, charge and spin) (kJ/mol) = 244.1
- strongest force on any atom (eV/Å) = 3.6

Element x y z (Å)
Al  0.649  -0.719  -1.896
B  1.381  1.178  0.253
H  1.596  2.151  0.847
H  2.300  0.501  0.161
H  0.465  0.632  0.731
H  1.157  1.560  -0.829
B  -1.503  -1.051  0.162
H  -2.197  -1.052  1.084
H  -1.064  0.003  -0.075
H  -0.636  -1.806  0.303
H  -2.150  -1.397  -0.741

natural (NBO) population analysis, charges in e, atoms 1 to 5: 1.165, -0.558, 0.248, 0.049, 0.171


# 6
C26H32N2O4 in the gas phase. Source: the OMol25 dataset; level of theory: wB97M-V/def2-TZVPD.

Calculated values
- calculated total energy (eV) = -38650.0193
- highest occupied orbital energy (eV) = -8.31
- gap between HOMO and LUMO (Ha) = 0.33209
- relative energy (zero: lowest compared OMol25 entry of this formula, charge and spin) (kJ/mol) = 282.6
- strongest force on any atom (eV/Å) = 1.0
- SMILES = C=CCOc1ccccc1CN1CCC(Oc2cc(C(=O)NC3CC3)ccc2OC)CC1

Element x y z (Å)
C  0.185  2.027  1.675
C  -0.501  3.154  1.653
C  -1.216  3.714  0.453
O  -1.340  2.840  -0.645
C  -2.243  1.817  -0.580
C  -2.962  1.492  0.564
C  -3.868  0.445  0.554
C  -4.073  -0.285  -0.601
C  -3.368  0.046  -1.747
C  -2.452  1.086  -1.761
C  -1.680  1.407  -3.022
N  -0.452  0.649  -3.211
C  -0.669  -0.778  -3.367
C  0.626  -1.467  -3.792
C  1.730  -1.211  -2.766
C  1.875  0.300  -2.579
C  0.533  0.904  -2.180
H  0.632  1.985  -2.057
H  0.224  0.474  -1.211
H  2.205  0.733  -3.523
H  2.620  0.523  -1.814
H  2.677  -1.642  -3.115
O  1.315  -1.865  -1.569
C  1.962  -1.636  -0.392
C  1.149  -1.585  0.733
C  1.676  -1.413  2.009
C  3.051  -1.286  2.145
C  3.877  -1.334  1.039
C  3.359  -1.522  -0.237
O  4.129  -1.621  -1.362
C  5.526  -1.511  -1.239
H  5.820  -0.535  -0.841
H  5.915  -1.618  -2.251
H  5.938  -2.304  -0.608
H  4.942  -1.241  1.182
H  3.465  -1.158  3.133
C  0.851  -1.386  3.250
O  1.317  -1.660  4.342
N  -0.445  -1.026  3.084
C  -1.363  -0.967  4.170
C  -2.815  -1.233  3.920
C  -2.350  0.158  4.250
H  -2.586  0.567  5.219
H  -2.341  0.888  3.455
H  -3.373  -1.782  4.662
H  -3.121  -1.434  2.904
H  -0.900  -1.333  5.077
H  -0.781  -0.730  2.181
H  0.091  -1.726  0.568
H  0.951  -1.076  -4.757
H  0.452  -2.539  -3.882
H  -1.428  -0.927  -4.140
H  -1.024  -1.246  -2.433
H  -1.406  2.465  -3.016
H  -2.315  1.214  -3.891
H  -3.545  -0.505  -2.659
H  -4.781  -1.100  -0.615
H  -4.419  0.213  1.453
H  -2.820  2.054  1.474
H  -0.638  4.562  0.064
H  -2.203  4.097  0.753
H  -0.577  3.778  2.533
H  0.686  1.683  2.563
H  0.280  1.405  0.801

natural (NBO) population analysis, charges in e, atoms 1 to 5: -0.382, -0.227, -0.106, -0.518, 0.382


Repeat the first record exactly.
A molecular structure, C16H11Cl2N5O4PdS2. Source: the OMol25 dataset; level of theory: wB97M-V/def2-TZVPD.

Calculated values
- calculated total energy (eV) = -82608.3527
- highest occupied orbital energy (eV) = 0.91
- total charge = -2
- gap between HOMO and LUMO (Ha) = 0.11937
- strongest force on any atom (eV/Å) = 0.8

Element x y z (Å)
Pd  -0.245  -0.120  1.405
N  -2.499  -2.697  0.425
C  -1.429  -2.890  -0.421
N  -0.292  -2.343  -0.196
C  0.624  -2.635  -1.171
C  0.182  -3.456  -2.161
S  -1.474  -3.883  -1.864
C  1.943  -1.997  -1.037
C  3.053  -2.248  -1.779
S  4.350  -1.246  -1.221
C  3.270  -0.583  -0.001
N  2.075  -1.061  -0.044
N  3.677  0.388  0.877
H  -2.260  -1.903  1.037
H  -3.378  -2.554  -0.050
H  0.703  -3.776  -3.048
H  3.181  -2.947  -2.589
H  4.630  0.261  1.185
H  3.061  0.375  1.704
Cl  1.092  -3.302  5.310
C  2.298  -2.113  4.756
Cl  2.956  -1.236  6.172
C  1.789  -1.132  3.631
O  2.663  -0.296  3.336
O  0.660  -1.356  3.195
H  3.128  -2.688  4.357
O  -0.054  0.796  -1.595
C  -0.874  1.455  -0.982
N  -1.294  1.320  0.321
C  -2.276  2.224  0.581
O  -2.921  2.385  1.608
C  -2.508  3.071  -0.657
C  -3.370  4.116  -0.910
C  -3.337  4.689  -2.183
C  -2.465  4.212  -3.157
C  -1.602  3.149  -2.884
C  -1.644  2.597  -1.621
H  -4.043  4.471  -0.139
H  -3.997  5.517  -2.422
H  -2.459  4.675  -4.138
H  -0.917  2.763  -3.629

natural (NBO) population analysis, charges in e, atoms 1 to 5: -0.067, -0.830, 0.263, -0.436, 0.140